[1]
95
Properties=species:S:1:pos:R:3:forces:R:3 method="wB97M-V/def2-TZVPD" multiplicity=2 homo_lumo_gap_ev="6.12 / 6.44" homo_energy_ev="-2.0 / -2.7" e_above_lowest_ev=0.532 s2=0.755 charge=-2
Ti -0.677143 0.906050 -0.006464 -0.1 0.2 -0.3
C -2.231258 4.457839 3.975251 0.0 0.0 0.0
C -0.880335 4.783612 4.047218 0.0 0.0 0.0
C 0.077905 3.812433 3.816162 0.0 0.0 0.0
C -0.289456 2.493156 3.544037 0.0 0.0 0.1
C -1.640449 2.179589 3.465595 0.0 0.0 0.1
C -2.606714 3.158980 3.672880 0.0 0.0 0.0
P 1.085196 1.300339 3.273973 0.0 -0.1 0.0
C 1.576356 1.049546 5.046323 0.0 0.0 -0.1
C 2.833664 0.486187 5.277006 0.0 0.0 0.0
C 3.282069 0.257136 6.570892 0.0 0.0 0.0
C 2.491415 0.602714 7.658844 0.0 0.0 0.0
C 1.245957 1.175879 7.441588 0.0 0.0 0.0
C 0.792335 1.394217 6.146978 0.0 0.0 0.0
C 0.137951 -0.247036 2.941495 0.0 0.0 0.1
C 0.095581 -1.266413 3.894736 0.0 0.0 0.0
C -0.599048 -2.444805 3.660569 0.0 0.0 0.0
C -1.286486 -2.597804 2.469959 0.0 0.0 0.0
C -1.252764 -1.581367 1.523101 0.0 0.0 0.0
C -0.530082 -0.393007 1.705378 0.1 0.0 0.0
H -2.984647 5.221510 4.130349 0.0 0.0 0.0
H -0.576173 5.803009 4.253408 0.0 0.0 0.0
H 1.129824 4.076902 3.821191 0.0 0.0 0.0
H -1.947908 1.173013 3.209997 0.0 0.1 0.0
H -3.654696 2.899558 3.581701 0.0 0.0 0.0
H 3.448301 0.210124 4.426320 0.0 0.0 0.0
H 4.257757 -0.188461 6.727411 0.0 0.0 0.0
H 2.844587 0.430402 8.669262 0.0 0.0 0.0
H 0.620103 1.451380 8.282976 0.0 0.0 0.0
H -0.184757 1.835104 5.993333 0.0 0.0 0.0
H 0.609663 -1.147405 4.839037 0.0 0.0 0.0
H -0.607356 -3.226705 4.412388 0.0 0.0 0.0
H -1.843440 -3.506463 2.266415 0.0 0.0 0.0
H -1.793652 -1.727740 0.596536 0.0 0.0 0.0
S 1.942419 3.550056 -3.009812 0.0 0.0 0.0
Sb 2.190032 2.645111 -0.923706 0.0 0.0 0.1
S 1.579123 0.332082 -0.880429 -0.1 0.1 -0.1
S 0.322029 3.169330 0.424259 0.1 0.1 0.1
S 4.215349 2.896537 0.104517 0.0 0.0 0.0
N -1.307187 2.458390 -2.199588 0.0 0.0 0.1
C -2.706883 2.842653 -2.352581 0.0 0.0 0.0
C -3.319681 3.220897 -1.002305 0.0 0.0 0.0
C -3.469864 2.010564 -0.097274 0.0 0.0 0.0
O -4.541065 1.446787 0.038463 0.0 0.0 0.0
O -2.368221 1.641896 0.499415 -0.1 -0.1 0.0
H -0.759723 3.241125 -1.850825 0.0 0.0 0.0
H -0.890840 2.221613 -3.094091 0.0 0.0 0.0
H -3.260805 2.002717 -2.778798 0.0 0.0 0.0
H -2.831892 3.691954 -3.038454 0.0 0.0 0.0
H -4.310914 3.646245 -1.161081 0.0 0.0 0.0
H -2.677501 3.956946 -0.512199 0.0 0.0 0.0
N 4.256670 -0.239086 1.196963 0.0 0.0 -0.1
C 4.235326 -1.083496 0.155538 0.1 0.0 0.0
C 4.005661 -2.343901 0.664704 0.0 0.0 0.0
C 3.884492 -2.133855 2.050567 0.0 0.0 0.0
N 4.031725 -0.853870 2.363957 0.0 0.0 0.1
H 4.286975 0.782149 1.120287 -0.1 0.0 0.0
H 4.340129 -0.717444 -0.851525 0.0 0.0 0.0
H 3.906703 -3.264720 0.115829 0.0 0.0 0.0
H 3.683507 -2.853223 2.830063 0.0 0.0 0.0
O -1.257586 -0.299714 -1.161516 0.0 -0.1 0.0
As -0.329869 -0.794979 -2.798004 0.0 -0.2 0.0
C 1.072101 -0.985525 -4.249060 0.1 0.0 0.0
C 1.666039 0.201485 -4.665772 0.0 0.0 0.1
C 2.718570 0.185092 -5.569504 0.0 0.0 0.0
C 3.195607 -1.024566 -6.057770 0.0 0.0 0.0
C 2.621677 -2.214119 -5.630232 0.0 0.0 0.0
C 1.567645 -2.196818 -4.722960 -0.1 0.0 0.0
C -1.943628 -0.740233 -3.898163 0.0 0.0 0.0
C -3.192645 -0.707757 -3.275955 0.0 0.0 0.0
C -4.350383 -0.622117 -4.035693 0.0 0.0 0.0
C -4.276556 -0.556492 -5.421369 0.0 0.0 0.0
C -3.037208 -0.578837 -6.044961 0.0 0.0 0.0
C -1.876067 -0.672283 -5.287408 0.0 0.0 0.0
C -0.305321 -2.648661 -2.198323 0.0 0.0 0.0
C 0.415615 -2.990213 -1.058190 0.0 0.0 0.0
C 0.442689 -4.306574 -0.618297 0.0 0.0 0.0
C -0.249607 -5.290366 -1.310829 0.0 0.0 0.0
C -0.974008 -4.953908 -2.446270 0.0 0.0 0.0
C -1.001191 -3.636949 -2.887747 0.0 0.0 0.0
H 1.359262 1.150565 -4.234104 0.0 0.0 0.0
H 3.186411 1.118958 -5.856434 0.0 0.0 0.0
H 4.029310 -1.041797 -6.750310 0.0 0.0 0.0
H 3.004122 -3.162443 -5.991627 0.0 0.0 0.0
H 1.143021 -3.134470 -4.385605 0.0 0.0 0.0
H -3.248018 -0.728750 -2.195110 0.0 0.0 0.0
H -5.311265 -0.589365 -3.536598 0.0 0.0 0.0
H -5.181863 -0.478840 -6.011959 0.0 0.0 0.0
H -2.969397 -0.520199 -7.124966 0.0 0.0 0.0
H -0.911885 -0.687362 -5.781895 0.0 0.0 0.0
H 0.948507 -2.229521 -0.499400 0.0 0.0 0.0
H 0.998121 -4.552815 0.278329 0.0 0.0 0.0
H -0.232626 -6.316117 -0.961265 0.0 0.0 0.0
H -1.523998 -5.715201 -2.987318 0.0 0.0 0.0
H -1.573430 -3.377996 -3.771407 0.0 0.0 0.0

***

[2]
73
Properties=species:S:1:pos:R:3:forces:R:3 method="wB97M-V/def2-TZVPD" multiplicity=4 homo_lumo_gap_ev="5.60 / 4.54" homo_energy_ev="-2.9 / -1.8" s2=3.802 charge=-1
Cr 0.706554 0.724711 0.345451 -1.2 -0.9 -1.1
P 0.681692 2.305853 -1.294829 0.5 -1.5 2.3
C -0.799038 2.987767 -2.128211 0.3 0.2 -0.6
C 1.474832 3.660027 -0.319652 -0.1 0.2 -0.9
C 1.809373 1.750426 -2.630952 -0.4 1.0 -0.7
C -2.112981 2.765862 -1.359268 0.0 0.2 -0.2
H -0.831930 2.363832 -3.045294 -0.1 0.4 0.2
C -0.616288 4.463975 -2.514721 -0.5 -0.1 -0.3
H -0.702693 5.115928 -1.639993 0.0 -0.1 -0.2
H -1.421690 4.714517 -3.212565 0.0 0.3 0.0
H 0.336931 4.663900 -3.013961 -0.2 0.0 0.2
H -2.435028 1.719353 -1.400400 0.1 0.2 0.1
H -2.891864 3.377602 -1.835781 0.0 -0.1 0.1
H -2.047421 3.066187 -0.305612 0.1 -0.1 -0.2
H 1.141916 1.076349 -3.195704 0.2 0.2 0.1
C 3.012905 0.938798 -2.151748 0.2 -0.3 0.0
C 2.216886 2.918783 -3.541260 0.4 -0.3 -0.5
H 1.368187 3.306645 -4.122726 0.3 -0.1 0.2
H 2.974118 2.560066 -4.254253 -0.1 0.2 0.0
H 2.667095 3.746946 -2.966979 -0.1 -0.3 -0.2
H 2.951567 0.597182 -1.113334 -0.1 0.2 -0.2
H 3.944563 1.501304 -2.263776 -0.1 0.0 0.0
H 3.094007 0.034466 -2.762932 0.1 0.1 0.0
C 0.508924 4.203654 0.731028 0.0 0.0 0.4
H 1.727874 4.424871 -1.059338 0.2 0.5 0.3
C 2.744222 3.143481 0.360822 0.3 0.0 0.4
H -0.395623 4.664108 0.317301 0.2 -0.1 0.0
H 1.041376 4.962897 1.322730 -0.2 0.0 -0.1
H 0.203677 3.399878 1.427492 0.1 0.4 -0.4
H 2.592380 2.221875 0.969861 0.0 0.7 -0.5
H 3.089285 3.920201 1.066278 0.0 -0.2 -0.2
H 3.560025 2.936921 -0.351836 -0.3 0.1 0.2
Cl -0.030459 1.157875 2.419505 -0.3 0.3 1.7
H -0.836184 -0.092023 -0.017122 0.1 0.9 0.2
H -0.991359 0.750394 -0.111848 0.3 -0.5 -0.3
P -1.436089 -2.137994 0.811021 1.5 0.8 0.4
C -1.314203 -3.443869 -0.517339 -0.6 -0.2 0.7
C -1.023161 -2.922405 2.484551 -1.1 0.0 -0.4
C -3.195855 -1.615564 0.813017 -0.3 -0.9 -0.1
C -0.055224 -3.203767 -1.343814 0.2 -0.1 0.0
H -2.199613 -3.279202 -1.153344 0.1 -0.1 0.1
C -1.368133 -4.860983 0.054516 0.0 -0.5 -0.4
H -0.455256 -5.096305 0.618416 -0.3 0.1 -0.1
H -1.430747 -5.579598 -0.777323 0.1 0.0 0.2
H -2.237162 -5.040444 0.704489 0.3 0.1 -0.2
H -0.153639 -2.289400 -1.939986 0.1 -0.1 0.2
H 0.112075 -4.045367 -2.028649 0.0 0.1 0.0
H 0.829918 -3.089438 -0.703096 -0.3 0.0 -0.2
H -3.366912 -1.365086 -0.255042 0.1 -0.1 0.4
C -3.435688 -0.338552 1.637603 -0.1 0.0 -0.2
C -4.104465 -2.792473 1.190433 -0.5 0.3 -0.1
H -4.062622 -3.592868 0.441739 0.1 0.1 0.2
H -5.146557 -2.459124 1.255026 -0.1 -0.1 0.0
H -3.827360 -3.210506 2.164944 0.0 0.1 -0.1
H -2.507487 0.224521 1.771917 -0.1 0.0 0.1
H -3.867369 -0.559947 2.619604 0.1 0.0 -0.1
H -4.138442 0.314415 1.104858 0.0 -0.1 0.1
C 0.459247 -3.204628 2.582198 0.6 -0.2 0.0
H -1.604764 -3.844125 2.579722 0.1 -0.2 0.2
C -1.402630 -1.977308 3.631121 -0.1 0.7 0.3
H 0.843553 -3.852619 1.786832 -0.1 0.2 0.1
H 0.679602 -3.701011 3.541619 -0.1 0.1 -0.2
H 1.028412 -2.267616 2.555120 -0.1 -0.1 -0.1
H -0.918300 -0.981131 3.481671 -0.4 -0.7 0.1
H -1.022162 -2.385659 4.587911 -0.1 0.1 -0.4
H -2.495667 -1.816937 3.758141 0.7 -0.2 -0.2
Cl 5.334296 -1.613251 -0.102457 0.4 0.0 -0.3
C 3.995464 -2.138510 0.902850 -1.7 1.1 -0.1
Cl 3.316170 -3.636383 0.270672 0.1 -0.2 -0.1
Cl 4.517344 -2.361066 2.560042 0.2 -0.1 0.3
C 2.896136 -0.927390 0.878983 -1.4 0.6 -0.6
O 3.285695 0.143434 1.358331 0.1 -1.0 -0.3
O 1.735764 -1.106452 0.327329 2.8 -0.9 0.9

***

[3]
19
Properties=species:S:1:pos:R:3:forces:R:3 method="wB97M-V/def2-TZVPD" homo_lumo_gap_ev=9.34 homo_energy_ev=-8.8 e_above_lowest_ev=2.667
C -0.170621 0.639312 3.213755 0.6 1.6 1.9
C -1.110005 0.954543 2.343802 1.1 -2.2 -1.7
C -1.001236 0.316398 0.967332 -2.0 1.7 -0.4
C -0.037311 -0.434069 0.481773 1.7 -1.0 0.3
C -2.124473 0.809496 0.038300 0.1 0.4 0.3
H 0.778516 0.125007 3.068269 -0.5 -0.2 -0.5
H -0.202324 1.140862 4.185746 -0.2 -0.4 0.0
H -2.048708 1.416571 2.625800 0.3 0.3 -0.1
H -0.127743 -1.114666 -0.346597 -0.4 0.6 -0.9
H 0.969611 -0.538572 0.892875 -0.5 -0.1 0.7
H -1.873394 0.882771 -1.020801 0.2 -0.6 0.1
H -2.236931 1.870046 0.316167 -0.4 -0.3 0.0
H -3.082564 0.299776 0.146419 0.0 0.1 0.1
O 0.707514 -2.369188 -2.913774 0.4 0.3 -0.2
H 1.642634 -2.235504 -3.135043 -0.4 -0.1 0.0
H 0.705357 -2.967119 -2.165738 0.0 -0.2 0.1
O 3.279077 0.275908 -3.194251 0.2 0.4 -0.6
H 3.050423 -0.222673 -2.418259 -0.2 -0.1 0.6
H 2.882177 1.151103 -3.085775 0.0 -0.3 0.1

***

[4]
17
Properties=species:S:1:pos:R:3:forces:R:3 method="wB97M-V/def2-TZVPD" homo_lumo_gap_ev=9.13 homo_energy_ev=-8.5 e_above_lowest_ev=7.117
C 0.966611 2.102227 -0.375630 -1.8 -0.3 0.2
C 0.107838 1.279573 -0.124461 0.3 0.7 -0.5
C -0.264021 -0.021793 0.275699 -0.6 -0.9 -0.3
O 0.797145 -0.695358 0.879511 0.2 -0.7 0.8
N 1.958181 -0.586536 0.065009 0.0 -0.1 0.4
C 2.667014 0.416645 0.459441 2.2 -1.2 -2.7
O 2.040380 -1.359860 -0.891283 0.0 0.4 0.2
C -1.412150 -0.709927 0.124805 0.0 1.0 0.7
C -2.647763 -0.121466 -0.494579 -0.8 -1.8 -0.1
O -1.673329 -1.959147 0.584677 -0.5 0.0 -0.3
H 1.562389 2.954507 -0.488700 0.5 0.6 -0.2
H 3.487596 0.654781 -0.263681 -0.6 -0.2 1.2
H 2.426112 0.926939 1.334006 -0.3 0.6 1.0
H -2.448281 0.057873 -1.552899 -0.2 0.5 0.2
H -3.315906 -0.998106 -0.447355 0.0 0.3 -0.5
H -3.273580 0.610041 0.024746 1.0 0.5 -0.1
H -0.978228 -2.550398 0.890701 0.7 0.7 -0.1

***

[5]
11
Properties=species:S:1:pos:R:3:forces:R:3 method="wB97M-V/def2-TZVPD" homo_lumo_gap_ev=12.38 homo_energy_ev=-11.5 e_above_lowest_ev=0.363
C -1.002553 0.150215 2.112318 0.4 -1.3 -0.3
C -0.913429 -0.681218 0.756147 -0.2 1.6 0.6
H -1.313911 1.192248 1.979785 -0.6 -0.5 0.0
H -0.071028 0.252490 2.682876 0.3 -0.3 -0.7
H -1.596493 -0.464438 2.790139 -0.6 0.7 0.1
H -0.808148 0.057265 -0.030941 0.6 0.0 -0.3
H -0.063528 -1.371711 0.749320 -0.4 0.0 -0.1
H -1.871771 -1.140666 0.453395 0.5 -0.2 0.7
O 1.770505 0.390676 -2.494938 -0.4 0.6 -0.6
H 2.133956 0.858295 -3.258290 0.6 -0.3 0.1
H 0.867035 0.725862 -2.575829 -0.1 -0.4 0.5